1.
ORCA calculation (ωB97M-V with the def2-TZVPD basis set) on a 2-piece molecular cluster, C4H12O overall.

CARTESIAN COORDINATES (ANGSTROEM)
C  1.43938  -0.69906  -0.96830
C  0.92858  0.60089  -1.56074
C  1.89265  -0.56609  0.46423
H  0.67047  -1.47764  -1.02909
H  2.23751  -1.19368  -1.53074
H  0.03242  0.86687  -0.99506
H  0.61184  0.48391  -2.59442
H  2.87945  -0.12909  0.60605
H  1.28387  0.06585  1.12701
H  1.62930  1.40238  -1.36336
H  1.93332  -1.50346  1.02269
C  -2.37666  0.61783  1.28958
O  -3.00581  -0.65646  1.05855
H  -3.57860  -0.53478  0.29964
H  -1.44052  0.46495  1.83135
H  -3.01920  1.12602  1.95897
H  -2.11800  1.13155  0.38365

Force components x, y, z for each atom (eV/Å):
C -0.0636 -1.0103 -0.0303
C -0.4798 -0.4576 0.6379
C 0.2314 0.2007 1.5715
H -0.3062 0.2951 0.1537
H 0.2253 0.5489 -0.2091
H -0.0967 0.0836 -0.0318
H 0.3575 0.2839 -0.1543
H 0.2793 0.0628 -0.4832
H -0.4219 0.0171 -0.5601
H 0.2602 0.2413 -0.5242
H 0.0012 -0.2639 -0.3626
C 0.4306 -1.5446 0.5190
O 0.5775 0.2655 -0.2958
H -0.1431 -0.1552 -0.0464
H -0.0346 -0.3002 -0.0889
H -0.5936 1.2835 0.3771
H -0.2237 0.4491 -0.4724

Summary:
Lowest unoccupied orbital energy, eV: 0.9482
Energy above the lowest of the compared OMol25 structures with the same formula, charge and spin, kcal/mol: 18.86
HOMO, eV: -10.461
Max |F|, eV/A: 1.685
Kohn-Sham gap, eV: 11.4
Structure (SMILES): CCC.CO

2.
ORCA calculation (ωB97M-V with the def2-TZVPD basis set) on a 3-piece molecular cluster, C4H12O2 overall.

CARTESIAN COORDINATES (ANGSTROEM)
C  -0.85376  -1.21708  0.44057
C  -0.81848  -0.13423  1.20831
C  -0.70266  -0.22821  2.71060
C  -0.52526  -1.18252  -1.01115
H  -1.16568  -2.11072  0.97822
H  -0.81949  0.84526  0.79427
H  -1.15633  0.61623  3.23089
H  -1.22989  -1.12473  3.06152
H  0.35003  -0.36636  2.95961
H  -1.27864  -1.56239  -1.70029
H  0.41044  -1.75772  -1.09909
H  -0.14025  -0.22573  -1.36043
H  3.60232  -1.17208  -1.20814
H  3.76394  -0.11867  -2.34067
O  3.73272  -0.22930  -1.38064
H  -0.60227  3.31362  -2.39692
H  -1.68759  3.07348  -1.37450
O  -0.87914  3.58115  -1.51217

Force components x, y, z for each atom (eV/Å):
C -0.7337 0.9440 0.1764
C -0.0415 -0.5036 0.8052
C -0.7520 -0.4798 -0.2562
C 0.7630 -0.4789 -0.1139
H 0.5835 -0.4532 -0.4201
H 0.6034 0.6662 -0.4723
H 0.2925 0.1210 0.0197
H 0.1210 0.0101 0.0172
H -0.0209 0.3376 0.2678
H 0.0270 -0.1399 0.0665
H -0.2977 -0.4309 -0.3285
H -0.5349 0.4006 0.2188
H -0.1305 -0.0389 -0.2758
H -0.1715 -0.2190 -0.0349
O 0.2544 0.2946 0.3233
H 0.1804 -0.1088 -0.0539
H -0.0178 -0.1120 0.0588
O -0.1248 0.1908 0.0020

Summary:
Lowest unoccupied orbital energy (spin up / spin down), eV: 3.7744 / 3.6336
Energy above the lowest of the compared OMol25 structures with the same formula, charge and spin, kcal/mol: 19.81
2S+1: 2
HOMO (spin up / spin down), eV: 1.094 / -5.879
Max |F|, eV/A: 1.209
Total charge: -1
Expectation value of S²: 0.75
Kohn-Sham gap (spin up / spin down), eV: 2.7 / 9.5

3.
ORCA calculation (ωB97M-V with the def2-TZVPD basis set) on a 2-piece molecular cluster, C4H12O2 overall.

CARTESIAN COORDINATES (ANGSTROEM)
C  -1.08136  -0.65804  1.66040
C  -0.33442  0.50644  2.07641
O  -1.90483  -0.16461  0.64988
H  -0.52131  -1.59781  1.30875
H  -1.78821  -1.08073  2.47855
H  -0.86047  1.43943  2.03701
H  -1.79123  -0.44064  -0.26115
H  0.53940  0.86800  1.43495
H  0.08630  0.34689  3.18646
C  0.67837  0.19771  -2.23225
C  1.51892  -0.33847  -0.97708
O  -0.54145  0.54824  -1.54750
H  1.11791  0.97744  -2.80657
H  0.45626  -0.61588  -2.96415
H  1.78193  0.43520  -0.30438
H  -0.91623  1.44978  -1.85912
H  2.47501  -0.61790  -1.22211
H  1.08540  -1.25504  -0.65809

Force components x, y, z for each atom (eV/Å):
C -1.6263 -2.9468 -0.5996
C 4.5193 1.5060 3.1208
O -2.1136 0.1908 -0.7087
H -0.1981 1.5049 0.5322
H 1.2016 0.8502 -0.9407
H -1.2221 0.0718 0.4898
H 0.7491 -0.3031 0.2106
H -0.8096 -1.3862 0.6092
H -0.7156 0.5580 -2.2955
C -0.2489 -2.0542 2.2741
C -0.9800 0.8437 -2.9567
O -1.0354 2.7126 -1.7172
H 0.4379 0.9876 -0.0280
H 0.2254 0.3510 0.6245
H -0.9422 0.7171 1.1542
H 1.0307 -2.3797 0.6570
H 2.5396 -0.9977 -1.4395
H -0.8119 -0.2260 1.0136

Summary:
Lowest unoccupied orbital energy, eV: 0.7815
Energy above the lowest of the compared OMol25 structures with the same formula, charge and spin, kcal/mol: 48.22
HOMO, eV: -9.493
Max |F|, eV/A: 5.695
Kohn-Sham gap, eV: 10.3
Structure (SMILES): CCO.CCO

4.
ORCA calculation (ωB97M-V with the def2-TZVPD basis set) on a 2-piece molecular cluster, C4H12O2 overall.

CARTESIAN COORDINATES (ANGSTROEM)
O  1.10310  -1.44616  -1.68760
C  1.28528  -0.33780  -2.47874
C  -0.17995  -1.57124  -1.11330
H  2.34917  -0.29738  -2.76704
H  1.03549  0.58309  -1.92542
H  0.67342  -0.37417  -3.39575
H  -0.40992  -0.64057  -0.56780
H  -0.12586  -2.40017  -0.38765
H  -1.00077  -1.77621  -1.82102
O  -0.55808  1.14228  2.59269
C  0.62747  0.85920  1.90857
C  -1.66332  1.04320  1.75385
H  1.50899  1.32008  2.38514
H  0.59877  1.16697  0.84978
H  0.73644  -0.23749  1.95333
H  -1.60667  1.47751  0.74155
H  -2.49466  1.52355  2.29675
H  -1.87889  -0.03468  1.66267

Force components x, y, z for each atom (eV/Å):
O -0.1931 -1.3359 0.5280
C 0.2210 0.9462 -0.6577
C 0.1197 0.1454 0.5628
H -0.4506 -0.0142 0.1052
H 0.0333 -0.0153 -0.1578
H 0.0729 0.0590 0.1315
H -0.1676 -0.2248 -0.0599
H -0.0472 0.3520 -0.3408
H 0.3976 0.0845 -0.1107
O 0.5466 1.5861 -0.1570
C 0.6645 -0.9716 -0.0563
C -1.3754 -0.7647 0.6230
H -0.5624 -0.0825 0.0065
H -0.0306 0.0403 0.3010
H 0.4401 0.1550 -0.3526
H 0.4985 0.1025 0.3707
H 0.1847 -0.2494 -0.3649
H -0.3520 0.1874 -0.3708

Summary:
Lowest unoccupied orbital energy, eV: 0.8910
Energy above the lowest of the compared OMol25 structures with the same formula, charge and spin, kcal/mol: 41.34
HOMO, eV: -9.789
Max |F|, eV/A: 1.693
Kohn-Sham gap, eV: 10.7
Structure (SMILES): COC.COC

Copy entry 1 word for word.
ORCA calculation (ωB97M-V with the def2-TZVPD basis set) on a 2-piece molecular cluster, C4H12O overall.

CARTESIAN COORDINATES (ANGSTROEM)
C  1.43938  -0.69906  -0.96830
C  0.92858  0.60089  -1.56074
C  1.89265  -0.56609  0.46423
H  0.67047  -1.47764  -1.02909
H  2.23751  -1.19368  -1.53074
H  0.03242  0.86687  -0.99506
H  0.61184  0.48391  -2.59442
H  2.87945  -0.12909  0.60605
H  1.28387  0.06585  1.12701
H  1.62930  1.40238  -1.36336
H  1.93332  -1.50346  1.02269
C  -2.37666  0.61783  1.28958
O  -3.00581  -0.65646  1.05855
H  -3.57860  -0.53478  0.29964
H  -1.44052  0.46495  1.83135
H  -3.01920  1.12602  1.95897
H  -2.11800  1.13155  0.38365

Force components x, y, z for each atom (eV/Å):
C -0.0636 -1.0103 -0.0303
C -0.4798 -0.4576 0.6379
C 0.2314 0.2007 1.5715
H -0.3062 0.2951 0.1537
H 0.2253 0.5489 -0.2091
H -0.0967 0.0836 -0.0318
H 0.3575 0.2839 -0.1543
H 0.2793 0.0628 -0.4832
H -0.4219 0.0171 -0.5601
H 0.2602 0.2413 -0.5242
H 0.0012 -0.2639 -0.3626
C 0.4306 -1.5446 0.5190
O 0.5775 0.2655 -0.2958
H -0.1431 -0.1552 -0.0464
H -0.0346 -0.3002 -0.0889
H -0.5936 1.2835 0.3771
H -0.2237 0.4491 -0.4724

Summary:
Lowest unoccupied orbital energy, eV: 0.9482
Energy above the lowest of the compared OMol25 structures with the same formula, charge and spin, kcal/mol: 18.86
HOMO, eV: -10.461
Max |F|, eV/A: 1.685
Kohn-Sham gap, eV: 11.4
Structure (SMILES): CCC.CO

> What is the formula in the fourth record?

C4H12O2

> What is the formula in the fourth record?

C4H12O2